# 1
C49H66FN12O3S2 | ωB97M-V/def2-TZVPD

Geometry as XYZ:
```
133
Properties=species:S:1:pos:R:3:forces:R:3
C -4.850 0.146 -2.805 -0.599 -0.379 0.006
O -3.636 0.660 -3.305 0.062 -0.343 0.509
C -2.932 1.465 -2.379 0.271 0.994 -0.413
C -1.449 1.099 -2.335 -0.225 -0.315 0.760
C -1.156 -0.231 -1.589 -0.010 0.878 -1.108
N -1.493 -0.130 -0.166 -0.884 -0.137 0.061
C -2.763 -0.745 0.280 0.307 -1.133 -0.090
C -2.615 -2.284 0.138 -0.448 -0.101 1.100
C -2.641 -3.018 1.520 0.337 -0.768 -1.204
C -1.692 -4.252 1.423 -0.321 0.213 0.961
C -0.320 -3.974 2.091 -0.050 0.478 -0.762
C 0.825 -3.650 1.114 0.242 -0.813 0.420
C 1.152 -4.806 0.148 0.660 0.569 0.224
C 2.430 -4.416 -0.609 -0.152 -0.039 -0.235
O 2.444 -5.016 -1.920 0.256 0.487 -0.163
C 2.741 -4.122 -2.916 -0.941 0.110 -0.948
C 4.099 -3.437 -2.949 -0.549 -0.046 0.590
O 1.909 -3.902 -3.772 0.930 -0.237 0.708
C -0.733 0.461 0.721 0.817 0.545 0.685
N -0.932 0.651 2.052 -1.193 -0.465 0.145
C 0.090 1.292 2.567 0.490 0.049 -0.381
C 0.326 1.718 3.980 0.340 0.267 0.644
N 0.519 3.164 4.152 -0.293 0.184 -0.210
N 1.029 1.530 1.624 -0.729 0.623 1.450
C 2.325 2.166 1.775 1.651 -0.176 0.088
C 3.339 1.298 2.590 0.092 -0.335 -0.205
C 2.980 -0.187 2.598 -0.132 -0.730 0.215
S 4.268 -1.166 3.487 -0.314 0.337 0.073
C 3.489 -2.700 3.923 -0.194 -0.523 -0.235
S 4.290 -4.071 3.581 0.187 0.202 0.063
N 2.251 -2.752 4.582 0.727 0.738 -0.400
C 1.591 -3.901 4.918 -0.854 -2.009 0.332
C 0.430 -3.586 5.522 1.020 1.070 -0.448
N 0.372 -2.194 5.568 -2.324 -0.139 1.210
C 1.421 -1.726 5.039 0.847 0.099 -0.570
N 0.468 1.029 0.502 1.145 0.137 -1.506
F 1.217 1.150 -0.615 -0.286 -0.164 0.011
H -4.710 -0.709 -2.122 0.169 0.214 -0.034
H -5.458 0.903 -2.290 0.190 0.000 -0.096
H -5.443 -0.240 -3.638 0.210 0.178 -0.038
H -3.390 1.502 -1.382 0.025 -0.332 -0.122
H -2.983 2.502 -2.748 -0.021 -0.135 0.106
H -1.091 1.052 -3.367 0.153 -0.050 0.191
H -0.926 1.896 -1.789 -0.001 0.084 -0.360
H -1.768 -0.990 -2.081 0.045 -0.191 0.517
H -0.107 -0.501 -1.733 -0.139 -0.129 0.165
H -3.597 -0.364 -0.307 0.209 0.162 -0.006
H -2.930 -0.524 1.334 0.069 0.321 -0.200
H -1.656 -2.546 -0.316 -0.152 0.297 -0.196
H -3.410 -2.726 -0.469 0.176 0.210 -0.146
H -2.339 -2.352 2.333 -0.055 -0.112 -0.050
H -3.642 -3.410 1.722 -0.012 0.437 0.072
H -2.188 -5.086 1.931 0.237 0.048 -0.017
H -1.604 -4.563 0.377 0.086 0.042 0.134
H -0.443 -3.086 2.726 0.060 -0.347 0.231
H -0.004 -4.810 2.720 -0.090 0.094 -0.084
H 1.734 -3.508 1.722 -0.144 0.195 -0.090
H 0.678 -2.712 0.556 -0.221 -0.159 0.026
H 0.326 -5.011 -0.536 0.216 0.010 -0.074
H 1.378 -5.707 0.728 -0.341 0.014 -0.084
H 2.445 -3.322 -0.727 0.081 -0.151 0.054
H 3.335 -4.720 -0.069 -0.167 0.073 0.026
H 3.900 -2.362 -2.997 0.143 -0.111 -0.095
H 4.612 -3.730 -3.866 0.006 -0.031 0.145
H 4.695 -3.648 -2.059 0.045 -0.086 -0.243
H 1.254 1.228 4.311 -0.158 -0.028 -0.140
H -0.446 1.370 4.669 -0.143 -0.188 -0.470
H 0.480 3.671 3.275 -0.069 0.022 0.054
H -0.211 3.560 4.741 0.068 -0.129 -0.014
H 2.809 2.362 0.818 -0.687 -0.141 -0.232
H 2.238 3.140 2.257 -0.397 -0.130 -0.061
H 3.485 1.681 3.604 -0.268 -0.089 -0.068
H 4.314 1.387 2.096 -0.119 0.143 0.098
H 2.034 -0.412 3.090 0.061 0.279 -0.190
H 2.907 -0.615 1.591 0.099 0.262 0.032
H 1.858 -4.931 4.746 0.802 0.379 -0.343
H -0.297 -4.293 5.884 -0.216 0.396 0.142
H 1.623 -0.674 4.930 0.337 -0.184 0.152
N -1.556 4.169 6.889 0.322 -0.089 0.136
C -0.520 4.894 7.327 -0.154 -0.017 -0.194
C 0.063 4.733 8.573 -0.020 0.002 -0.004
C -0.456 3.769 9.421 0.047 -0.018 0.095
C -1.530 3.008 8.991 0.006 0.030 -0.011
C -2.038 3.246 7.724 -0.102 0.006 -0.201
H -0.149 5.639 6.631 0.054 0.028 0.059
H 0.901 5.348 8.871 -0.013 0.017 -0.022
H -0.029 3.613 10.404 -0.005 0.004 -0.009
H -1.965 2.246 9.623 -0.021 0.000 -0.024
H -2.877 2.672 7.347 -0.007 -0.027 0.065
N -1.600 -7.404 -5.957 -0.021 0.147 0.074
C -2.826 -6.887 -5.887 0.028 -0.161 -0.018
C -3.119 -5.678 -5.276 -0.002 0.030 0.033
C -2.079 -4.966 -4.700 -0.010 -0.008 0.005
C -0.795 -5.486 -4.758 -0.035 0.052 0.047
C -0.613 -6.704 -5.398 -0.030 -0.139 -0.080
H -3.608 -7.481 -6.349 -0.055 0.050 0.030
H -4.135 -5.305 -5.253 -0.006 -0.029 -0.027
H -2.266 -4.017 -4.212 0.002 0.005 -0.020
H 0.043 -4.962 -4.321 -0.005 -0.054 -0.048
H 0.373 -7.149 -5.472 0.024 0.054 0.037
N 0.453 6.011 0.288 0.142 -0.130 -0.132
C 0.812 4.910 -0.371 0.004 0.015 0.127
C 1.766 4.883 -1.374 -0.003 -0.078 0.038
C 2.384 6.076 -1.721 0.079 0.050 -0.054
C 2.026 7.233 -1.052 0.004 -0.133 -0.032
C 1.060 7.150 -0.057 -0.423 -0.291 0.019
H 0.295 4.001 -0.066 0.006 -0.052 -0.084
H 2.018 3.955 -1.873 -0.027 0.009 -0.024
H 3.134 6.100 -2.501 -0.017 -0.005 -0.001
H 2.483 8.183 -1.291 -0.013 0.018 0.067
H 0.755 8.025 0.491 0.075 0.047 -0.013
N -3.651 -5.759 -11.777 0.069 -0.009 0.152
C -2.520 -5.118 -11.484 -0.071 0.007 -0.127
C -1.865 -5.227 -10.267 -0.069 -0.019 -0.021
C -2.417 -6.046 -9.296 0.088 0.024 0.106
C -3.593 -6.721 -9.580 0.022 0.053 -0.039
C -4.165 -6.544 -10.831 -0.063 0.016 -0.136
H -2.127 -4.486 -12.273 0.050 0.009 0.036
H -0.947 -4.684 -10.085 -0.003 0.002 -0.022
H -1.937 -6.158 -8.332 0.012 -0.025 -0.020
H -4.056 -7.370 -8.850 -0.007 -0.020 -0.028
H -5.084 -7.055 -11.099 0.001 -0.025 0.058
N 2.074 9.620 1.230 0.250 0.548 0.193
C 3.070 9.658 2.116 -0.070 -0.136 -0.053
C 3.646 10.830 2.579 -0.020 0.007 -0.023
C 3.164 12.034 2.093 0.035 0.073 0.029
C 2.131 12.018 1.170 0.016 -0.012 0.013
C 1.624 10.791 0.775 -0.050 -0.152 -0.034
H 3.417 8.691 2.467 0.041 0.033 0.040
H 4.450 10.799 3.301 -0.003 -0.022 -0.006
H 3.588 12.972 2.428 -0.004 -0.009 -0.003
H 1.728 12.936 0.766 -0.016 -0.019 -0.010
H 0.812 10.731 0.057 0.001 0.075 -0.001
```
Forces are in eV/Å.

The total charge is +1. As for the LUMO energy: -3.2 eV. The value obtained for the energy is -3685.35188 Ha. The spin multiplicity is 1.



# 2
C49H69As2CdFN9O3PS3 | ωB97M-V/def2-TZVPD

Geometry as XYZ:
```
138
Properties=species:S:1:pos:R:3:forces:R:3
Cd -0.226 0.691 0.417 0.761 -0.872 -0.052
C -3.113 -4.803 -4.837 0.020 -0.094 0.224
C -2.896 -5.056 -3.347 -0.171 -0.184 -0.360
N -2.001 -4.075 -2.775 -0.096 0.094 0.388
C -2.503 -3.114 -1.947 0.050 0.266 0.020
C -1.818 -2.044 -1.500 -0.262 0.418 0.527
C -2.566 -1.159 -0.465 -0.048 -0.634 -0.926
O -3.769 -1.022 -0.655 -0.470 -0.053 0.021
O -1.881 -0.764 0.502 0.328 0.196 0.484
C -0.477 -1.784 -1.972 -0.396 0.023 -0.014
O 0.105 -0.703 -1.879 -0.104 -0.335 0.002
C 0.130 -2.961 -2.632 0.065 -0.304 -0.145
C 1.507 -3.009 -2.839 -0.010 -0.166 -0.020
C 2.096 -4.113 -3.410 0.046 0.163 0.034
F 3.442 -4.127 -3.621 -0.196 -0.090 0.023
C 1.342 -5.229 -3.787 -0.261 0.284 0.119
C -0.031 -5.171 -3.618 0.193 0.036 0.035
C -0.657 -4.068 -3.026 0.532 0.143 -0.213
N 1.904 -6.434 -4.268 0.198 0.050 -0.121
C 1.488 -6.999 -5.519 -0.080 -0.252 0.097
C 1.374 -8.522 -5.368 -0.686 0.556 -0.440
N 2.682 -9.060 -4.901 0.147 -0.356 -0.115
C 3.098 -8.410 -3.625 0.401 0.638 0.607
C 3.197 -6.895 -3.850 -0.107 -0.242 0.218
H -3.784 -5.550 -5.251 -0.060 -0.100 -0.108
H -2.167 -4.831 -5.370 0.090 -0.039 -0.146
H -3.551 -3.822 -4.991 -0.073 0.132 -0.002
H -2.512 -6.068 -3.178 -0.081 0.086 0.076
H -3.849 -4.975 -2.824 0.102 -0.048 0.063
H -3.530 -3.234 -1.635 -0.135 0.023 -0.080
H 2.099 -2.166 -2.512 0.082 -0.010 -0.077
H -0.604 -6.040 -3.894 -0.110 -0.106 0.039
H 2.198 -6.767 -6.332 -0.037 0.013 -0.032
H 0.513 -6.601 -5.799 0.062 -0.056 -0.075
H 1.099 -8.997 -6.312 0.162 -0.054 0.107
H 0.629 -8.760 -4.607 0.122 -0.058 -0.024
H 3.394 -8.866 -5.619 -0.126 -0.154 0.166
H 2.620 -10.076 -4.776 0.104 0.221 -0.124
H 4.047 -8.836 -3.295 -0.062 -0.064 -0.145
H 2.324 -8.607 -2.880 0.067 -0.113 -0.129
H 3.988 -6.677 -4.588 -0.004 0.029 0.098
H 3.470 -6.423 -2.905 0.078 -0.082 -0.118
C 4.272 -1.050 -1.673 -0.202 0.058 0.038
As 2.937 0.438 -1.832 0.559 -0.054 -0.395
C 2.714 0.490 -3.800 -0.098 -0.078 0.071
C 4.228 1.924 -1.839 -0.056 0.032 0.075
C 5.474 1.819 -2.437 0.075 -0.216 -0.129
C 6.359 2.883 -2.436 0.147 -0.014 -0.048
C 5.992 4.072 -1.835 0.037 0.114 -0.026
C 4.741 4.193 -1.254 -0.140 0.201 0.131
C 3.849 3.129 -1.237 -0.226 -0.094 0.114
As 2.039 3.143 -0.410 0.311 0.509 -0.029
C 2.067 4.911 0.478 0.006 0.016 -0.109
C 2.667 2.173 1.173 0.109 -0.127 0.302
H 4.572 -1.469 -2.633 0.002 0.075 -0.100
H 3.836 -1.840 -1.061 -0.032 0.039 -0.001
H 5.155 -0.682 -1.154 -0.006 0.052 0.001
H 3.659 0.374 -4.333 -0.011 0.016 0.088
H 2.289 1.468 -4.033 0.028 -0.040 -0.007
H 2.005 -0.271 -4.130 0.002 -0.035 0.035
H 5.766 0.892 -2.918 0.016 -0.028 0.011
H 7.329 2.785 -2.903 0.079 -0.019 -0.029
H 6.680 4.905 -1.818 0.035 0.086 -0.018
H 4.461 5.136 -0.800 -0.003 0.022 0.046
H 2.999 5.093 1.017 0.022 -0.064 -0.066
H 1.250 4.893 1.198 -0.031 -0.082 0.001
H 1.884 5.731 -0.221 0.043 -0.120 -0.021
H 3.575 2.636 1.568 -0.079 0.025 -0.079
H 2.883 1.130 0.926 -0.054 0.114 0.057
H 1.888 2.198 1.935 -0.025 0.002 -0.027
N -0.582 2.670 0.803 -0.388 0.161 0.011
P -2.075 2.754 1.208 -1.355 0.569 0.540
N -2.553 2.176 2.736 0.385 0.216 -0.732
C -3.057 0.834 2.983 -0.304 -0.580 -0.070
C -2.087 -0.014 3.801 -0.108 0.131 -0.069
C -1.846 0.609 5.179 0.013 0.001 -0.033
C -1.902 2.142 5.098 0.062 -0.034 -0.081
C -1.545 2.610 3.696 0.225 0.327 0.569
N -3.193 2.060 0.128 0.657 0.094 0.388
C -4.628 1.891 0.350 -0.318 -0.190 0.310
C -5.372 1.699 -0.968 0.039 0.164 0.072
C -5.207 2.926 -1.864 -0.071 -0.032 0.010
C -3.744 3.404 -1.865 0.037 -0.118 -0.020
C -2.834 2.341 -1.249 0.279 0.255 -0.556
N -2.521 4.380 1.446 0.210 -0.438 -0.146
C -1.798 5.477 0.859 0.453 0.094 -0.020
C -1.562 6.585 1.891 -0.171 0.014 -0.298
C -2.893 7.039 2.488 0.203 -0.130 0.205
C -3.630 5.837 3.068 -0.135 0.040 -0.317
C -3.802 4.762 1.990 -0.174 -0.005 0.433
H -3.229 0.328 2.034 -0.088 0.040 0.064
H -4.015 0.916 3.525 0.077 -0.118 -0.101
H -1.148 -0.096 3.240 -0.033 -0.079 0.097
H -2.496 -1.021 3.907 0.087 -0.015 -0.103
H -0.872 0.291 5.557 -0.078 -0.018 0.071
H -2.602 0.259 5.883 0.014 -0.076 0.047
H -1.208 2.579 5.819 -0.068 0.066 0.007
H -2.907 2.500 5.337 0.003 0.039 0.049
H -0.547 2.234 3.419 -0.083 0.056 0.070
H -1.497 3.701 3.643 0.128 -0.069 0.113
H -5.051 2.760 0.862 -0.064 0.006 0.039
H -4.810 1.009 0.969 0.037 0.113 0.006
H -6.433 1.535 -0.753 0.088 -0.067 0.026
H -4.985 0.799 -1.443 -0.081 -0.003 -0.027
H -5.854 3.727 -1.497 -0.040 -0.004 -0.054
H -5.535 2.685 -2.876 -0.033 0.032 -0.029
H -3.651 4.324 -1.281 0.075 -0.016 -0.032
H -3.410 3.621 -2.882 0.032 0.079 0.023
H -1.797 2.697 -1.243 -0.139 -0.130 -0.203
H -2.874 1.427 -1.857 0.047 0.004 0.042
H -2.360 5.909 0.012 0.029 -0.038 -0.022
H -0.857 5.069 0.484 -0.080 0.190 -0.053
H -1.064 7.429 1.410 0.117 0.012 0.002
H -0.913 6.207 2.683 0.084 -0.033 0.037
H -3.504 7.494 1.704 -0.045 0.058 -0.035
H -2.729 7.793 3.262 -0.023 0.066 -0.045
H -4.609 6.137 3.448 -0.020 -0.044 0.059
H -3.053 5.413 3.892 -0.012 -0.023 0.100
H -4.460 5.164 1.198 -0.011 -0.098 0.019
H -4.265 3.879 2.435 -0.048 0.155 -0.113
S 2.453 -3.502 5.915 0.150 -0.579 0.288
C 2.126 -2.513 4.642 -0.034 -0.139 -0.270
S 2.040 -3.167 3.011 -0.212 1.103 0.406
C 1.601 -1.537 2.419 0.365 -0.845 1.096
N 1.556 -0.672 3.369 -0.251 0.667 -0.727
N 1.862 -1.180 4.601 0.189 -1.173 -0.238
C 1.935 -0.244 5.654 0.004 0.564 0.403
C 1.607 1.081 5.355 0.029 -0.053 -0.160
C 1.674 2.055 6.331 0.022 -0.029 0.003
C 2.075 1.736 7.617 0.010 0.008 0.087
C 2.404 0.426 7.913 -0.068 0.210 -0.022
C 2.336 -0.565 6.950 0.051 -0.205 -0.030
S 1.348 -1.319 0.773 -0.175 0.213 -0.965
H 1.309 1.322 4.346 -0.002 0.074 0.091
H 1.411 3.072 6.081 -0.019 0.116 -0.063
H 2.133 2.497 8.381 -0.009 0.089 0.060
H 2.719 0.162 8.911 0.041 -0.053 0.105
H 2.599 -1.575 7.217 -0.046 0.113 -0.084
```
Forces are in eV/Å.

The total charge is 0. As for the LUMO energy: -2.1 eV. The energy above the lowest of the compared OMol25 structures with the same formula, charge and spin comes out at 0.0 kJ/mol. The value obtained for the energy is -8902.11932 Ha. The spin multiplicity is 1.